Entry 1:
{
  "formula": "C22H17NO6S3SbZn",
  "method": "ωB97M-V/def2-TZVPD",
  "e_homo_ev": [-1.754, -2.130],
  "de_lowest_ev": 0.656,
  "multiplicity": 2,
  "charge": -2,
  "s2": 0.763,
  "elements": ["Zn", "O", "C", "C", "O", "O", "C", "C", "C", "C", "C", "C", "C", "C", "C", "C", "C", "C", "H", "H", "H", "H", "H", "H", "H", "H", "H", "H", "H", "S", "Sb", "S", "S", "O", "C", "C", "C", "C", "C", "C", "C", "O", "O", "H", "H", "H", "H", "H", "N", "C", "H"],
  "xyz": [[0.683, -1.808, -1.402], [-0.925, -0.113, -0.841], [-0.839, 0.895, -1.839], [-0.438, 0.212, -3.241], [-0.643, 0.856, -4.259], [0.053, -0.925, -3.139], [0.279, 1.837, -1.442], [0.610, 1.992, -0.100], [1.626, 2.852, 0.276], [2.326, 3.572, -0.677], [2.013, 3.405, -2.014], [0.996, 2.550, -2.397], [-2.127, 1.661, -1.997], [-3.265, 1.341, -1.263], [-4.437, 2.058, -1.426], [-4.515, 3.086, -2.348], [-3.395, 3.393, -3.103], [-2.209, 2.710, -2.914], [-1.626, -0.731, -1.090], [0.100, 1.405, 0.644], [1.880, 2.953, 1.321], [3.130, 4.238, -0.384], [2.569, 3.946, -2.769], [0.784, 2.396, -3.444], [-3.239, 0.537, -0.541], [-5.299, 1.818, -0.818], [-5.432, 3.650, -2.470], [-3.446, 4.187, -3.837], [-1.344, 2.968, -3.498], [0.786, -6.897, -1.571], [0.815, -4.775, -0.640], [2.411, -3.414, -1.814], [-1.088, -3.490, -1.290], [1.774, -0.343, 4.305], [1.280, -1.592, 4.303], [1.102, -2.253, 5.520], [0.600, -3.539, 5.552], [0.256, -4.184, 4.375], [0.421, -3.535, 3.164], [0.935, -2.247, 3.105], [1.124, -1.535, 1.782], [1.549, -0.358, 1.816], [0.864, -2.178, 0.741], [1.772, -0.087, 3.313], [1.354, -1.737, 6.435], [0.473, -4.039, 6.507], [-0.145, -5.189, 4.402], [0.144, -4.023, 2.237], [3.313, -0.447, -0.409], [2.365, -0.421, -1.073], [4.027, -0.659, 0.251]]
}


Entry 2:
{
  "formula": "C40H114N15O9P5",
  "method": "ωB97M-V/def2-TZVPD",
  "e_homo_ev": -7.757,
  "smiles": "CN(C)P(=O)(N(C)C)N(C)C.CN(C)P(=O)(N(C)C)N(C)C.CN(C)P(=O)(N(C)C)N(C)C.CN(C)P(=O)(N(C)C)N(C)C.CN(C)P(=O)(N(C)C)N(C)C.C1CCOC1.C1CCOC1.CO.CO",
  "elements": ["C", "C", "C", "O", "C", "H", "H", "H", "H", "H", "H", "H", "H", "C", "C", "C", "O", "C", "H", "H", "H", "H", "H", "H", "H", "H", "C", "O", "H", "H", "H", "H", "C", "O", "H", "H", "H", "H", "O", "P", "N", "C", "C", "N", "C", "C", "N", "C", "C", "H", "H", "H", "H", "H", "H", "H", "H", "H", "H", "H", "H", "H", "H", "H", "H", "H", "H", "O", "P", "N", "C", "C", "N", "C", "C", "N", "C", "C", "H", "H", "H", "H", "H", "H", "H", "H", "H", "H", "H", "H", "H", "H", "H", "H", "H", "H", "O", "P", "N", "C", "C", "N", "C", "C", "N", "C", "C", "H", "H", "H", "H", "H", "H", "H", "H", "H", "H", "H", "H", "H", "H", "H", "H", "H", "H", "O", "P", "N", "C", "C", "N", "C", "C", "N", "C", "C", "H", "H", "H", "H", "H", "H", "H", "H", "H", "H", "H", "H", "H", "H", "H", "H", "H", "H", "O", "P", "N", "C", "C", "N", "C", "C", "N", "C", "C", "H", "H", "H", "H", "H", "H", "H", "H", "H", "H", "H", "H", "H", "H", "H", "H", "H", "H"],
  "xyz": [[-4.810, -3.451, 0.847], [-3.696, -3.817, 1.887], [-3.542, -2.501, 2.600], [-4.771, -1.753, 2.512], [-5.681, -2.522, 1.712], [-5.536, -4.259, 0.356], [-4.359, -2.861, 0.014], [-2.771, -4.230, 1.446], [-4.105, -4.535, 2.636], [-2.774, -1.917, 2.130], [-3.269, -2.546, 3.637], [-6.343, -1.838, 1.167], [-6.215, -3.193, 2.379], [-5.762, -0.068, -2.467], [-6.587, 1.054, -1.846], [-5.811, 2.313, -2.262], [-4.703, 1.865, -3.069], [-5.020, 0.588, -3.595], [-6.449, -0.832, -2.777], [-5.001, -0.502, -1.830], [-6.716, 0.965, -0.774], [-7.576, 0.973, -2.317], [-5.305, 2.787, -1.437], [-6.343, 3.103, -2.766], [-4.092, 0.041, -3.819], [-5.611, 0.732, -4.555], [-2.391, -2.486, -3.408], [-3.220, -2.981, -2.423], [-1.568, -3.227, -3.636], [-2.966, -2.456, -4.317], [-2.028, -1.519, -3.129], [-2.738, -3.114, -1.576], [-1.180, -0.773, -0.418], [-0.312, -0.324, 0.614], [-1.665, 0.058, -0.851], [-0.612, -1.332, -1.196], [-1.887, -1.411, 0.153], [0.151, 0.439, 0.322], [-2.325, 4.482, 3.030], [-3.134, 3.810, 2.033], [-2.968, 3.984, 0.337], [-3.336, 5.298, -0.227], [-1.724, 3.432, -0.274], [-4.764, 4.263, 2.198], [-5.186, 5.241, 3.219], [-5.853, 3.460, 1.754], [-3.082, 2.110, 2.185], [-3.731, 1.152, 1.293], [-2.410, 1.593, 3.336], [-2.586, 6.101, -0.162], [-4.264, 5.733, 0.245], [-3.544, 5.112, -1.262], [-1.668, 2.370, -0.073], [-0.806, 3.956, 0.017], [-1.878, 3.569, -1.353], [-5.465, 6.123, 2.670], [-6.040, 4.876, 3.836], [-4.350, 5.557, 3.883], [-6.610, 4.130, 1.282], [-5.571, 2.706, 1.001], [-6.440, 2.892, 2.499], [-3.986, 1.729, 0.381], [-3.076, 0.279, 1.084], [-4.720, 0.790, 1.731], [-1.756, 2.375, 3.709], [-1.843, 0.740, 2.920], [-3.029, 1.193, 4.151], [2.751, 5.455, 1.061], [3.112, 4.654, 2.245], [4.626, 4.045, 2.137], [5.313, 3.121, 3.155], [5.541, 5.024, 1.583], [2.293, 3.246, 2.586], [0.925, 3.451, 3.123], [2.279, 2.232, 1.464], [2.753, 5.589, 3.602], [3.031, 5.095, 4.925], [2.805, 7.057, 3.486], [4.639, 2.307, 3.241], [5.505, 3.634, 4.101], [6.281, 2.839, 2.827], [6.484, 4.631, 1.225], [5.708, 5.856, 2.322], [5.138, 5.548, 0.712], [0.959, 3.846, 4.078], [0.241, 4.087, 2.574], [0.502, 2.461, 3.183], [1.755, 1.377, 1.882], [1.807, 2.621, 0.531], [3.356, 1.979, 1.346], [3.028, 3.949, 4.849], [4.035, 5.444, 5.239], [2.296, 5.346, 5.676], [2.347, 7.370, 2.590], [3.871, 7.380, 3.456], [2.243, 7.596, 4.335], [-1.437, -3.814, -0.343], [-0.942, -5.193, -0.620], [0.586, -5.066, -1.255], [1.714, -6.012, -1.164], [0.882, -4.023, -2.212], [-1.912, -6.096, -1.594], [-3.346, -6.185, -1.278], [-1.413, -6.909, -2.747], [-0.914, -6.019, 0.835], [-1.031, -7.534, 1.009], [-0.355, -5.354, 1.987], [1.335, -6.801, -0.426], [2.582, -5.528, -0.714], [1.982, -6.424, -2.125], [0.922, -4.419, -3.285], [1.854, -3.577, -1.981], [0.106, -3.213, -2.145], [-3.701, -7.187, -1.507], [-3.501, -6.017, -0.185], [-4.039, -5.451, -1.812], [-0.344, -6.683, -2.888], [-1.488, -7.951, -2.454], [-1.960, -6.683, -3.623], [-1.165, -7.914, 0.034], [-0.168, -7.953, 1.534], [-1.937, -7.783, 1.595], [-0.843, -5.640, 2.897], [-0.418, -4.260, 1.835], [0.751, -5.505, 2.053], [6.705, -3.709, 0.914], [5.567, -2.799, 0.694], [4.082, -3.459, 1.128], [2.803, -2.753, 0.839], [3.917, -4.415, 2.200], [5.259, -2.185, -0.875], [6.235, -1.282, -1.469], [4.738, -3.159, -1.923], [5.943, -1.423, 1.538], [5.122, -0.301, 1.335], [6.751, -1.576, 2.756], [2.922, -2.219, -0.065], [2.530, -2.057, 1.637], [1.952, -3.441, 0.765], [4.845, -4.919, 2.338], [3.130, -5.192, 1.942], [3.560, -4.015, 3.132], [5.753, -0.753, -2.302], [6.497, -0.446, -0.788], [7.122, -1.788, -1.815], [3.925, -3.804, -1.597], [4.512, -2.578, -2.841], [5.540, -3.787, -2.251], [4.733, -0.262, 0.306], [4.265, -0.245, 1.949], [5.555, 0.697, 1.516], [7.681, -0.989, 2.656], [7.119, -2.606, 2.785], [6.129, -1.402, 3.640], [0.273, 1.515, -1.498], [1.001, 1.907, -2.713], [2.149, 0.782, -2.990], [2.050, -0.534, -2.365], [2.763, 0.641, -4.325], [1.918, 3.241, -2.783], [1.158, 4.462, -2.526], [3.275, 3.175, -2.188], [-0.064, 1.983, -4.042], [-1.300, 1.198, -3.980], [-0.004, 2.987, -5.119], [1.494, -0.333, -1.490], [3.100, -0.973, -2.324], [1.517, -1.157, -3.028], [2.816, 1.658, -4.814], [2.220, 0.021, -5.021], [3.772, 0.226, -4.190], [1.813, 5.320, -2.778], [0.192, 4.380, -3.135], [0.832, 4.594, -1.460], [4.014, 2.721, -2.832], [3.593, 4.159, -1.832], [3.270, 2.588, -1.238], [-1.367, 0.661, -4.933], [-1.203, 0.471, -3.164], [-2.114, 1.860, -3.640], [0.929, 3.514, -5.060], [-0.776, 3.798, -4.960], [-0.231, 2.432, -6.057]]
}


Entry 3:
{
  "formula": "C8H7NOS2",
  "method": "ωB97M-V/def2-TZVPD",
  "e_homo_ev": [-5.087, -9.210],
  "de_lowest_ev": 1.017,
  "multiplicity": 3,
  "s2": 2.018,
  "elements": ["C", "C", "C", "C", "C", "C", "C", "C", "N", "O", "S", "S", "H", "H", "H", "H", "H", "H", "H"],
  "xyz": [[2.031, 1.934, -0.935], [1.734, 0.757, -0.218], [-1.795, -2.511, -0.968], [1.294, 2.997, -0.521], [-2.893, -1.717, -0.884], [0.773, 0.942, 0.737], [-0.983, -1.004, 0.360], [0.169, -0.064, 1.617], [-0.718, -2.088, -0.251], [0.981, -0.990, 2.196], [0.220, 2.585, 0.756], [-2.578, -0.365, 0.138], [2.754, 1.982, -1.729], [2.201, -0.191, -0.421], [-1.717, -3.421, -1.534], [1.309, 4.003, -0.890], [-3.855, -1.836, -1.341], [-0.548, 0.308, 2.338], [1.621, -1.322, 1.550]]
}


Entry 4:
{
  "formula": "C36H50N5O5PS3SiSr",
  "method": "ωB97M-V/def2-TZVPD",
  "e_homo_ev": -2.464,
  "de_lowest_ev": 0.000,
  "charge": -2,
  "elements": ["Sr", "N", "C", "C", "O", "N", "C", "C", "O", "O", "H", "H", "H", "H", "H", "H", "C", "Si", "C", "N", "C", "C", "C", "C", "C", "C", "C", "C", "C", "C", "C", "C", "C", "C", "C", "C", "C", "H", "H", "H", "H", "H", "H", "H", "H", "H", "H", "H", "H", "H", "H", "H", "H", "H", "H", "H", "H", "H", "H", "H", "H", "N", "C", "N", "C", "C", "C", "C", "C", "C", "S", "H", "H", "H", "H", "H", "H", "C", "C", "C", "O", "P", "S", "S", "O", "C", "C", "C", "H", "H", "H", "H", "H", "H", "H", "H", "H", "H", "H", "H", "H", "H"],
  "xyz": [[-0.838, 0.472, -0.591], [-1.448, 2.387, 1.270], [-2.839, 2.167, 1.698], [-3.776, 1.803, 0.533], [-4.863, 2.415, 0.458], [-3.319, 0.844, -0.259], [-4.196, 0.511, -1.366], [-3.513, -0.299, -2.473], [-4.199, -0.949, -3.260], [-2.220, -0.230, -2.535], [-0.858, 2.507, 2.087], [-1.383, 3.221, 0.696], [-3.274, 3.029, 2.211], [-2.810, 1.329, 2.393], [-4.600, 1.416, -1.840], [-5.074, -0.060, -1.046], [-0.087, 2.844, -1.921], [1.625, 2.625, -2.337], [2.528, 1.925, -0.798], [2.073, 0.584, -0.388], [2.637, -0.457, -1.291], [3.349, -1.580, -0.549], [4.440, -1.009, 0.356], [3.868, 0.077, 1.296], [2.383, 0.305, 1.023], [1.814, 1.458, -3.821], [3.041, 1.202, -4.441], [3.148, 0.319, -5.505], [2.014, -0.327, -5.985], [0.784, -0.081, -5.393], [0.687, 0.801, -4.322], [2.747, 4.121, -2.790], [3.416, 4.847, -1.799], [4.158, 5.983, -2.092], [4.253, 6.432, -3.402], [3.597, 5.734, -4.407], [2.859, 4.598, -4.099], [-0.790, 3.008, -2.740], [-0.253, 3.576, -1.124], [2.276, 2.619, 0.014], [3.627, 1.959, -0.905], [3.369, 0.018, -1.954], [1.856, -0.860, -1.943], [3.779, -2.260, -1.289], [2.644, -2.170, 0.040], [5.224, -0.577, -0.275], [4.906, -1.811, 0.932], [4.410, 1.016, 1.163], [3.985, -0.208, 2.344], [2.003, 1.136, 1.620], [1.816, -0.568, 1.349], [3.935, 1.704, -4.081], [4.114, 0.131, -5.962], [2.092, -1.019, -6.816], [-0.107, -0.579, -5.755], [-0.284, 0.974, -3.868], [3.355, 4.521, -0.765], [4.663, 6.521, -1.297], [4.830, 7.319, -3.637], [3.661, 6.076, -5.434], [2.354, 4.067, -4.900], [-0.837, -2.331, -3.195], [-0.343, -2.871, -2.081], [-0.281, -2.275, -0.919], [0.273, -3.122, 0.039], [0.426, -2.809, 1.386], [1.054, -3.715, 2.224], [1.510, -4.941, 1.739], [1.330, -5.283, 0.407], [0.707, -4.368, -0.428], [0.335, -4.507, -2.125], [-1.450, -1.466, -3.089], [-0.959, -2.929, -3.992], [0.042, -1.879, 1.790], [1.150, -3.468, 3.274], [1.989, -5.640, 2.413], [1.666, -6.240, 0.027], [-2.379, -4.410, 2.864], [-3.061, -3.123, 3.291], [-4.234, -2.771, 2.396], [-2.123, -2.039, 3.190], [-1.354, -1.426, 4.483], [-0.497, -2.810, 5.581], [-0.296, 0.044, 3.700], [-2.582, -0.885, 5.401], [-3.527, 0.070, 4.894], [-3.172, 1.456, 5.399], [-4.900, -0.373, 5.367], [-3.085, -5.244, 2.908], [-1.535, -4.619, 3.518], [-2.014, -4.313, 1.839], [-3.386, -3.211, 4.333], [-3.895, -2.654, 1.365], [-4.694, -1.832, 2.700], [-4.990, -3.560, 2.428], [-3.499, 0.055, 3.803], [-3.199, 1.468, 6.492], [-3.885, 2.189, 5.016], [-2.170, 1.728, 5.070], [-4.935, -0.368, 6.459], [-5.119, -1.384, 5.022], [-5.668, 0.302, 4.985]]
}


Entry 5:
{
  "formula": "C18H18ClF2N3O3S",
  "method": "ωB97M-V/def2-TZVPD",
  "e_homo_ev": -8.664,
  "de_lowest_ev": 0.052,
  "smiles": "O=C(CN1CCN(S(=O)(=O)c2ccc(Cl)cc2)CC1)Nc1ccc(F)cc1F",
  "elements": ["O", "C", "N", "C", "C", "C", "C", "C", "C", "F", "H", "F", "H", "H", "H", "C", "N", "C", "C", "N", "S", "O", "O", "C", "C", "C", "C", "C", "C", "H", "H", "Cl", "H", "H", "C", "C", "H", "H", "H", "H", "H", "H", "H", "H", "H", "H"],
  "xyz": [[3.600, 0.038, -3.203], [2.998, -0.504, -2.306], [3.321, -0.454, -0.987], [4.357, 0.229, -0.364], [5.347, 0.932, -1.047], [6.353, 1.582, -0.355], [6.373, 1.529, 1.027], [5.408, 0.843, 1.745], [4.416, 0.206, 1.033], [3.454, -0.472, 1.703], [5.428, 0.807, 2.822], [7.353, 2.160, 1.700], [7.120, 2.127, -0.880], [5.314, 0.963, -2.123], [2.663, -0.941, -0.381], [1.769, -1.384, -2.541], [0.914, -1.416, -1.370], [0.129, -0.197, -1.244], [-0.608, -0.200, 0.092], [-1.455, -1.370, 0.148], [-2.554, -1.339, 1.422], [-1.964, -0.777, 2.603], [-3.148, -2.639, 1.498], [-3.746, -0.182, 0.755], [-4.479, -0.562, -0.353], [-5.394, 0.318, -0.901], [-5.557, 1.572, -0.324], [-4.822, 1.952, 0.791], [-3.909, 1.063, 1.332], [-3.323, 1.314, 2.202], [-4.968, 2.928, 1.227], [-6.694, 2.673, -1.004], [-5.980, 0.042, -1.764], [-4.330, -1.548, -0.763], [-0.678, -2.588, 0.032], [0.044, -2.579, -1.312], [0.654, -3.480, -1.401], [-0.701, -2.570, -2.124], [-1.372, -3.425, 0.106], [0.060, -2.658, 0.843], [-1.245, 0.682, 0.179], [0.111, -0.201, 0.923], [0.799, 0.664, -1.294], [-0.609, -0.115, -2.059], [1.258, -1.031, -3.450], [2.139, -2.394, -2.740]]
}


Entry 6:
{
  "formula": "C6H12O5",
  "method": "ωB97M-V/def2-TZVPD",
  "e_homo_ev": -9.623,
  "de_lowest_ev": 4.316,
  "smiles": "C[C@@H]1O[C@@H](O)[C@H](O)[C@H](O)[C@@H]1O",
  "elements": ["C", "C", "C", "C", "C", "C", "H", "H", "H", "H", "H", "H", "H", "H", "H", "H", "H", "H", "O", "O", "O", "O", "O"],
  "xyz": [[-2.276, 0.865, -1.153], [-1.045, 0.994, -0.137], [1.363, 0.925, -0.184], [1.655, -0.488, 0.307], [0.250, -1.110, 0.598], [-0.970, -0.164, 1.028], [-1.860, 1.566, -2.101], [-3.095, 1.169, -0.400], [-2.386, -0.236, -1.474], [-1.434, 1.932, 0.426], [2.039, 1.176, -1.133], [1.284, 2.640, 0.750], [2.356, -0.568, 1.092], [1.629, -2.242, -0.950], [0.253, -2.122, 1.162], [-1.211, -1.747, -0.735], [-0.976, 0.273, 2.010], [-2.987, -0.661, 1.672], [0.180, 1.267, -0.823], [1.561, 1.750, 1.014], [2.266, -1.314, -0.661], [-0.210, -1.604, -0.802], [-2.232, -1.015, 0.888]]
}